1.
A cluster of 2 separate species, C3H3ClN2Si in total at a distorted geometry, computed with ωB97M-V with the def2-TZVPD basis set.

Element x y z (Å)
C -1.195 0.616 -1.585
C -1.078 -2.109 1.055
C 1.479 0.353 0.097
N -1.772 0.315 -2.541
N -1.731 -2.923 1.549
Si -0.316 0.745 0.069
Cl -1.025 2.164 1.195
H 1.920 -0.090 -0.819
H 1.928 1.262 0.122
H 1.789 -0.333 0.858

Energy, eV: -26537.35564
HOMO level (alpha / beta), eV: -10.01 / -10.01
Charge: 0

=====

2.
A structure of composition C33H32IIrN6O5 at a distorted geometry, computed with ωB97M-V with the def2-TZVPD basis set.

Element x y z (Å)
Ir -0.351 0.675 1.112
C 3.616 2.993 -0.590
C 3.814 1.559 -0.218
N 4.958 0.976 -0.407
C 5.155 -0.303 -0.009
C 4.234 -0.999 0.711
C 4.559 -2.420 1.109
O 3.595 -3.361 0.639
C 2.954 -0.409 0.936
C 1.998 -1.145 1.669
N 0.736 -0.949 1.847
C -0.038 -2.035 2.348
C 0.380 -3.356 2.143
C -0.332 -4.432 2.640
C -1.527 -4.229 3.310
C -1.997 -2.936 3.462
C -1.254 -1.864 2.994
I -2.099 0.034 3.352
C 2.693 0.855 0.378
O 1.570 1.482 0.400
H 4.533 3.400 -1.005
H 3.317 3.570 0.288
H 2.803 3.084 -1.313
H 6.099 -0.749 -0.297
H 4.589 -2.526 2.195
H 5.555 -2.660 0.733
H 3.766 -3.542 -0.291
H 2.403 -2.023 2.159
H 1.272 -3.543 1.557
H 0.053 -5.432 2.491
H -2.100 -5.062 3.695
H -2.944 -2.756 3.951
C -3.080 3.579 -3.064
C -3.209 4.377 -1.933
C -2.497 4.082 -0.788
C -1.631 2.985 -0.770
C -1.481 2.207 -1.908
C -2.204 2.505 -3.050
N -0.884 2.682 0.392
N -0.767 3.559 1.259
C -0.069 3.227 2.395
C 0.202 4.196 3.360
C 0.953 3.859 4.468
C 1.435 2.564 4.616
C 1.158 1.594 3.656
C 0.383 1.909 2.559
H -3.652 3.806 -3.954
H -3.875 5.230 -1.942
H -2.595 4.681 0.105
H -0.786 1.381 -1.892
H -2.090 1.894 -3.935
H -0.175 5.199 3.209
H 1.177 4.607 5.217
H 2.014 2.295 5.489
H 1.541 0.592 3.798
N 0.003 -0.562 -0.684
C -0.154 -1.183 -1.649
N -0.204 -1.880 -2.740
C -0.377 -1.232 -4.047
C -1.685 -1.710 -4.658
O -1.703 -3.125 -4.735
C -1.661 -3.707 -3.446
C -0.372 -3.337 -2.722
H 0.462 -1.525 -4.681
H -0.384 -0.151 -3.917
H -1.784 -1.338 -5.676
H -2.521 -1.354 -4.047
H -1.710 -4.786 -3.582
H -2.521 -3.371 -2.854
H 0.484 -3.783 -3.235
H -0.400 -3.687 -1.691
C -4.536 0.453 -0.725
C -3.087 -0.024 -0.715
O -2.661 -0.675 -1.662
O -2.457 0.351 0.357
H -5.020 0.106 -1.633
H -4.536 1.543 -0.692
H -5.052 0.071 0.155

Energy, eV: -64849.16371
Spin multiplicity: 2
HOMO level (alpha / beta), eV: -10.88 / -10.89
Charge: +1
⟨S²⟩: 0.760

=====

3.
A structure of composition C32H33FN3O6S4W at a distorted geometry, computed with ωB97M-V with the def2-TZVPD basis set.

Element x y z (Å)
W 0.791 0.242 -0.929
C 0.580 2.987 -3.838
C 1.793 2.317 -3.305
N 1.953 1.626 -2.170
C 3.268 1.170 -2.076
C 4.087 1.533 -3.108
S 3.226 2.458 -4.257
C 3.645 0.320 -0.966
C 4.871 -0.238 -0.757
S 4.831 -1.286 0.588
C 3.168 -0.916 0.836
N 2.664 -0.047 -0.047
C 2.483 -1.529 1.994
H 0.362 3.886 -3.259
H -0.279 2.319 -3.804
H 0.756 3.283 -4.870
H 5.121 1.295 -3.253
H 5.763 -0.101 -1.331
H 3.062 -2.386 2.331
H 1.481 -1.870 1.740
H 2.407 -0.819 2.817
O 1.375 -0.843 -2.724
S -0.009 -0.936 -3.220
O -0.180 -0.622 -4.599
O -0.775 -0.008 -2.320
C -0.639 -2.577 -2.929
C -1.732 -2.955 -3.695
C -2.303 -4.205 -3.509
C -1.773 -5.072 -2.564
C -0.688 -4.682 -1.791
C -0.110 -3.434 -1.981
S 1.072 -2.883 -0.743
O 1.018 -3.848 0.312
O 2.383 -2.579 -1.245
O 0.398 -1.598 -0.298
H -2.113 -2.259 -4.424
H -3.158 -4.491 -4.102
H -2.227 -6.042 -2.418
H -0.284 -5.315 -1.015
C -2.551 -1.230 -0.029
C -2.216 -1.643 1.404
C -3.521 -1.548 2.215
C -1.103 -0.908 2.143
C -0.815 -1.429 3.406
C 0.039 -0.798 4.286
C 0.660 0.381 3.915
C 0.497 0.886 2.634
C 1.159 2.193 2.238
C 0.412 3.336 2.936
C 2.649 2.250 2.582
C -0.370 0.221 1.740
N -0.520 0.830 0.464
C -1.571 1.716 0.396
C -2.592 1.893 1.343
C -3.614 2.793 1.098
C -3.657 3.546 -0.067
C -2.623 3.447 -0.988
C -1.617 2.557 -0.715
F -0.488 2.460 -1.523
H -3.269 -1.937 -0.443
H -1.674 -1.244 -0.674
H -3.006 -0.243 -0.053
H -1.895 -2.694 1.377
H -3.918 -0.537 2.170
H -3.375 -1.812 3.256
H -4.267 -2.221 1.802
H -1.300 -2.340 3.715
H 0.205 -1.212 5.267
H 1.276 0.905 4.628
H 1.082 2.323 1.133
H 0.563 3.282 4.011
H -0.656 3.277 2.743
H 0.773 4.299 2.587
H 2.835 2.014 3.625
H 3.023 3.253 2.399
H 3.209 1.560 1.956
H -2.575 1.318 2.256
H -4.398 2.905 1.830
H -4.477 4.220 -0.251
H -2.601 4.040 -1.886

Energy, eV: -98355.03177
Spin multiplicity: 3
HOMO level (alpha / beta), eV: -10.73 / -11.06
Charge: +1
⟨S²⟩: 2.037

=====

4.
A structure of composition C13H20Br9CuO5 at a distorted geometry, computed with ωB97M-V with the def2-TZVPD basis set.

Element x y z (Å)
Cu 20.431 29.148 18.477
C 23.474 28.755 15.309
C 21.957 28.772 15.354
O 21.387 29.203 16.512
H 23.910 28.623 14.315
H 23.910 27.999 15.960
H 23.887 29.732 15.576
H 21.643 27.746 15.090
H 21.466 29.361 14.563
O 18.702 27.850 17.715
C 18.032 27.575 16.740
O 16.707 27.635 16.780
C 16.122 26.985 15.623
C 17.267 26.427 14.790
C 18.539 26.995 15.454
H 15.487 27.673 15.074
H 15.505 26.177 16.016
H 17.199 26.859 13.788
H 17.312 25.353 14.644
H 19.069 27.763 14.888
H 19.262 26.194 15.600
O 21.350 27.267 18.930
C 22.209 26.470 18.606
O 21.921 25.374 17.936
C 23.096 24.566 17.678
C 24.215 25.147 18.525
C 23.663 26.492 19.019
H 23.399 24.622 16.630
H 22.814 23.547 17.913
H 25.161 25.321 18.024
H 24.372 24.533 19.415
H 24.100 27.272 18.380
H 23.803 26.763 20.058
C 18.514 31.359 14.123
Br 19.021 33.202 13.906
Br 18.230 30.397 12.433
Br 16.890 31.216 15.198
H 19.337 30.856 14.607
C 23.501 33.391 18.322
Br 22.415 34.756 17.535
Br 24.920 34.236 19.418
Br 24.201 32.200 16.983
H 22.922 32.935 19.111
C 23.280 25.848 12.209
Br 24.477 25.954 10.655
Br 22.741 24.004 12.557
Br 21.722 26.984 11.909
H 23.825 26.284 13.032

Energy, eV: -699055.55691
Spin multiplicity: 2
HOMO level (alpha / beta), eV: -12.32 / -12.32
Charge: +1
⟨S²⟩: 0.755